ORCA calculation (ωB97M-V/def2-TZVPD) on the molecule C12H18N2O4S at a distorted geometry.

XYZ file:
```
37
Properties=species:S:1:pos:R:3:mulliken_charge:R:1
S 0.15846 0.18610 1.60797 -0.087
O -2.44583 0.23143 1.31955 -0.651
O 4.67831 -0.01590 0.18213 -0.259
O -3.58558 1.48046 -0.19376 -0.443
O 4.18520 0.68887 -1.89108 -0.578
N 0.94912 1.88985 -0.15880 -0.656
N -1.37348 1.61151 -0.12543 -0.090
C -4.83363 0.90434 0.20417 -0.559
C -4.37604 -2.18894 0.05318 -1.115
C 6.55703 -1.46409 0.55889 -1.148
C 4.13032 0.82219 -0.69914 0.663
C 2.07158 1.43729 0.46620 0.303
C -0.10807 1.33480 0.32378 0.484
C -5.37441 -0.03110 -0.87529 -0.613
C -4.48656 -1.24824 -1.14132 -0.309
C -2.48610 1.02741 0.41500 0.800
C 1.84683 0.51566 1.43983 -0.421
C 3.40915 1.94685 0.02242 -0.782
C 5.35642 -1.16997 -0.32307 -0.281
H -4.90820 -1.79183 -1.99001 0.347
H -5.36425 -2.46268 0.41706 0.310
H 7.25194 -0.62859 0.54090 0.301
H -3.81760 -1.72800 0.86342 0.263
H -5.48511 0.53897 -1.80011 0.299
H 4.00136 2.25380 0.88424 0.278
H -3.48839 -0.91260 -1.43226 0.215
H -6.36484 -0.36233 -0.55807 0.356
H 7.06415 -2.35422 0.19815 0.386
H 2.56924 0.02249 2.05620 0.459
H -1.46822 2.27859 -0.87794 0.249
H 3.25900 2.77622 -0.66599 0.285
H -4.69341 0.37563 1.15021 0.373
H 6.23687 -1.62825 1.58428 0.295
H 5.65643 -0.97561 -1.35804 0.347
H 4.64960 -2.00694 -0.31259 0.285
H -3.85354 -3.09732 -0.23686 0.347
H -5.51776 1.74415 0.35219 0.347
```

Output
- SMILES string: CCCCOC(=O)Nc1nc(CC(=O)OCC)cs1
- Charge: 0
- Lowest unoccupied orbital energy: 0.71 eV
- E: -34742.810 eV
- Energy above the lowest of the compared OMol25 structures with the same formula, charge and spin: 5.16 kcal per mole
- 2S+1: 1
- Gap between HOMO and LUMO: 9.12 eV